Entry i
The following is a DFT calculation (the ωB97M-V functional and the def2-TZVPD basis) of a cluster of 2 separate species, C3H12N2S in total.

Positions of all 18 atoms, in Å:
C1 -1.443 0.280 -3.870
S1 -3.295 0.388 -4.380
C2 -4.085 -0.835 -3.227
H1 -1.423 -0.450 -3.008
H2 -1.068 -0.264 -4.671
H3 -0.932 1.249 -3.552
H4 -4.081 -0.386 -2.200
H5 -3.656 -1.810 -3.287
H6 -5.158 -0.909 -3.646
N1 1.881 -0.069 4.347
C3 2.549 0.125 3.062
N2 3.802 0.853 2.934
H7 2.475 -0.595 4.926
H8 1.528 0.634 4.854
H9 1.816 0.376 2.313
H10 2.845 -0.976 2.826
H11 4.540 0.560 3.576
H12 3.705 1.829 3.003

## Properties
* Kohn-Sham gap: 9.590 eV
* SMILES string: CSC.NCN
* HOMO energy: -8.5 eV
* lowest unoccupied orbital energy: 1.05 eV

Entry ii
The following is a DFT calculation (the ωB97M-V functional and the def2-TZVPD basis) of a cluster of 3 separate species, C3H12N2S in total.

Positions of all 18 atoms, in Å:
C1 0.024 2.637 0.010
C2 -0.223 1.602 -1.089
S1 -1.864 0.533 -0.698
N1 0.147 2.151 1.386
H1 -0.890 3.256 -0.109
H2 0.852 3.322 -0.245
H3 0.594 0.874 -1.269
H4 -0.444 2.131 -2.026
H5 1.043 1.642 1.433
H6 -0.572 1.419 1.379
C3 -0.131 -2.920 0.825
N2 1.175 -2.304 0.392
H7 -0.946 -2.217 0.645
H8 -0.290 -3.910 0.248
H9 -0.148 -3.201 1.869
H10 1.745 -3.042 -0.001
H11 -0.900 -0.268 -2.349
H12 0.829 -1.705 -0.401

## Properties
* Kohn-Sham gap: 7.809 eV
* HOMO energy: -9.5 eV
* lowest unoccupied orbital energy: -1.68 eV

In kcal/mol, relative to the most stable structure: entry i 0.0; entry ii 59.2.

Entry i
The following is a DFT calculation (the ωB97M-V functional and the def2-TZVPD basis) of a cluster of 2 separate species, C3H12N2S in total.

Positions of all 18 atoms, in Å:
C1 -1.674 0.956 -1.012
S1 -1.360 1.927 0.474
C2 -0.052 2.955 -0.185
H1 -2.170 1.539 -1.785
H2 -0.714 0.559 -1.341
H3 -2.375 0.163 -0.784
H4 0.305 3.632 0.580
H5 -0.339 3.521 -1.071
H6 0.762 2.332 -0.529
N1 1.124 -3.056 0.120
C3 0.609 -1.704 0.113
N2 0.661 -0.938 1.374
H7 0.818 -3.532 0.962
H8 2.135 -3.057 0.179
H9 -0.452 -1.720 -0.136
H10 1.076 -1.126 -0.683
H11 1.603 -0.989 1.742
H12 0.042 -1.464 1.983

## Properties
* Kohn-Sham gap: 9.037 eV
* SMILES string: CSC.NCN
* HOMO energy: -8.1 eV
* lowest unoccupied orbital energy: 0.95 eV

Entry ii
The following is a DFT calculation (the ωB97M-V functional and the def2-TZVPD basis) of a structure of composition C3H12N2S.

Positions of all 18 atoms, in Å:
C1 -2.565 -1.155 -0.738
N1 -1.265 -0.459 -0.986
H1 -2.314 -2.159 -0.348
H2 -3.111 -0.628 0.052
H3 -3.150 -1.118 -1.670
H4 -0.646 -0.956 -1.593
H5 -1.312 -0.287 0.848
H6 -1.337 0.513 -1.239
C2 1.939 0.240 0.099
C3 1.550 0.323 1.563
S1 -0.242 0.437 1.957
N2 1.435 1.366 -0.724
H7 1.495 -0.643 -0.371
H8 3.020 0.174 -0.016
H9 2.087 1.172 2.002
H10 1.849 -0.622 2.069
H11 2.015 2.194 -0.628
H12 0.553 1.609 -0.276

## Properties
* Kohn-Sham gap: 9.120 eV
* HOMO energy: -8.4 eV
* lowest unoccupied orbital energy: 0.77 eV

Entry iii
The following is a DFT calculation (the ωB97M-V functional and the def2-TZVPD basis) of a cluster of 2 separate species, C3H12N2S in total.

Positions of all 18 atoms, in Å:
C1 1.541 -0.351 -6.724
S1 1.521 -1.022 -5.027
C2 2.253 0.404 -4.162
H1 0.939 -0.982 -7.366
H2 2.585 -0.355 -7.045
H3 1.195 0.669 -6.765
H4 2.179 1.263 -4.829
H5 1.656 0.628 -3.293
H6 3.306 0.249 -3.962
N1 -2.599 0.969 5.480
C3 -1.395 0.176 5.340
N2 -1.470 -1.265 5.458
H7 -3.310 0.893 4.767
H8 -2.984 0.970 6.421
H9 -0.924 0.410 4.382
H10 -0.681 0.599 6.060
H11 -1.582 -1.650 6.387
H12 -2.230 -1.604 4.877

## Properties
* Kohn-Sham gap: 9.657 eV
* SMILES string: CSC.NCN
* HOMO energy: -8.5 eV
* lowest unoccupied orbital energy: 1.18 eV

In kcal/mol, relative to the most stable structure: entry i 0.0; entry ii 34.9; entry iii 1.6.

Entry i
The following is a DFT calculation (the ωB97M-V functional and the def2-TZVPD basis) of a cluster of 3 separate species, C3H12NO4 in total.

Positions of all 20 atoms, in Å:
C1 0.774 -0.345 1.893
O1 1.790 -1.271 1.380
C2 0.029 0.284 0.743
C3 -1.000 -0.768 0.155
O2 -2.110 -0.147 -0.436
N1 -0.717 1.383 1.386
H1 1.219 0.392 2.561
H2 0.214 -1.099 2.448
H3 0.528 0.670 -0.141
H4 -0.432 -1.423 -0.499
H5 -1.410 -1.236 1.059
H6 -1.691 0.253 -1.272
H7 -1.460 1.723 0.814
H8 -1.195 1.018 2.207
H9 2.020 -0.981 0.502
H10 1.350 -0.857 -2.187
O3 1.769 0.003 -2.069
H11 0.800 0.447 -2.134
H12 -0.438 1.742 -2.326
O4 -0.646 0.803 -2.331

## Properties
* Kohn-Sham gap: 8.648 eV
* charge: -1
* HOMO energy: -4.8 eV
* lowest unoccupied orbital energy: 3.81 eV

Entry ii
The following is a DFT calculation (the ωB97M-V functional and the def2-TZVPD basis) of a structure of composition C3H12NO4.

Positions of all 20 atoms, in Å:
C1 -0.426 -1.205 0.669
C2 0.519 -1.811 1.712
O1 0.582 -3.319 0.843
N1 -0.506 0.241 0.662
C3 -1.471 0.960 -0.258
O2 -0.914 1.975 -1.167
H1 0.017 -1.523 -0.335
H2 -1.363 -1.651 0.747
H3 -0.003 -1.929 2.688
H4 1.347 -1.106 1.850
H5 1.258 -2.774 1.636
H6 0.373 0.755 0.890
H7 -2.253 1.388 0.470
H8 -2.102 0.111 -0.717
H9 0.169 0.839 -2.039
H10 0.347 -0.647 -2.386
O3 0.765 0.229 -2.470
H11 1.914 2.593 -0.135
H12 0.244 2.485 -0.411
O4 1.050 2.628 0.340

## Properties
* Kohn-Sham gap: 7.256 eV
* charge: -1
* HOMO energy: -3.9 eV
* lowest unoccupied orbital energy: 3.35 eV

In kcal/mol, relative to the most stable structure: entry i 0.0; entry ii 101.4.

Entry i
The following is a DFT calculation (the ωB97M-V functional and the def2-TZVPD basis) of a cluster of 2 separate species, C3H9O3 in total.

Positions of all 15 atoms, in Å:
C1 0.202 0.459 0.288
C2 0.400 -1.010 0.529
O1 -0.363 -1.835 -0.440
C3 1.003 1.267 1.403
O2 1.171 2.543 1.170
H1 0.614 0.725 -0.691
H2 -0.844 0.768 0.297
H3 0.062 -1.268 1.534
H4 1.442 -1.273 0.365
H5 -0.740 -2.520 0.071
H6 1.964 0.679 1.567
H7 0.417 0.964 2.344
H8 -2.248 -0.074 -2.131
H9 -1.453 -1.339 -1.879
O3 -1.983 -0.894 -2.564

## Properties
* Kohn-Sham gap: 5.880 eV
* charge: -1
* HOMO energy: -2.5 eV
* lowest unoccupied orbital energy: 3.42 eV

Entry ii
The following is a DFT calculation (the ωB97M-V functional and the def2-TZVPD basis) of a cluster of 2 separate species, C3H9O3 in total.

Positions of all 15 atoms, in Å:
C1 -0.410 -1.281 0.631
O1 0.947 -1.456 0.544
C2 -0.921 0.136 0.238
C3 0.143 1.200 0.185
O2 -0.478 2.517 -0.011
H1 -0.939 -2.038 0.006
H2 -0.745 -1.476 1.646
H3 -1.586 0.451 1.043
H4 -1.538 0.147 -0.661
H5 0.737 1.253 1.086
H6 0.785 1.062 -0.669
H7 -1.392 2.484 0.282
H8 1.571 -1.168 -2.191
H9 1.653 -1.036 -0.590
O3 2.173 -0.795 -1.539

## Properties
* Kohn-Sham gap: 7.260 eV
* charge: -1
* HOMO energy: -3.4 eV
* lowest unoccupied orbital energy: 3.86 eV

Entry iii
The following is a DFT calculation (the ωB97M-V functional and the def2-TZVPD basis) of a cluster of 2 separate species, C3H9O3 in total.

Positions of all 15 atoms, in Å:
C1 0.332 0.790 -1.195
O1 1.528 0.347 -0.811
C2 -0.948 0.051 -0.645
C3 -1.087 -0.179 0.821
O2 -1.869 -1.440 1.478
H1 0.172 1.955 -0.977
H2 0.164 0.611 -2.328
H3 -1.035 -0.906 -1.246
H4 -1.707 0.712 -1.003
H5 -0.027 -0.222 1.256
H6 -1.596 0.713 1.274
H7 -2.554 -1.610 0.729
H8 3.130 0.063 1.507
H9 2.356 -0.228 0.242
O3 3.141 -0.659 0.897

## Properties
* Kohn-Sham gap: 7.516 eV
* charge: -1
* HOMO energy: -3.7 eV
* lowest unoccupied orbital energy: 3.83 eV

In kcal/mol, relative to the most stable structure: entry i 11.5; entry ii 0.0; entry iii 23.1.

Entry i
The following is a DFT calculation (the ωB97M-V functional and the def2-TZVPD basis) of an isolated molecule of C2H3BrN2S.

Positions of all 9 atoms, in Å:
C1 1.048 0.660 -1.404
C2 0.114 -0.109 -0.459
N1 2.156 1.051 -1.040
N2 0.784 0.031 0.832
S1 2.390 0.004 0.653
Br1 0.228 1.166 -3.031
H1 -0.977 0.293 -0.660
H2 0.051 -1.265 -0.612
H3 0.549 0.710 1.609

## Properties
* Kohn-Sham gap: 8.736 eV
* SMILES string: BrC1=NSNC1
* HOMO energy: -8.8 eV
* lowest unoccupied orbital energy: -0.08 eV

Entry ii
The following is a DFT calculation (the ωB97M-V functional and the def2-TZVPD basis) of a cluster of 2 separate species, C2H3BrN2S in total.

Positions of all 9 atoms, in Å:
C1 -1.541 -0.486 0.688
C2 1.334 0.885 -0.823
N1 -0.611 -0.999 0.052
N2 0.313 -1.219 -0.580
S1 0.173 1.727 -0.084
Br1 2.823 0.212 0.194
H1 -2.606 -0.333 0.627
H2 -1.236 -0.314 1.769
H3 1.353 0.525 -1.844

## Properties
* Kohn-Sham gap: 8.896 eV
* HOMO energy: -8.9 eV
* lowest unoccupied orbital energy: -0.01 eV

In kcal/mol, relative to the most stable structure: entry i 0.0; entry ii 31.7.

Entry i
The following is a DFT calculation (the ωB97M-V functional and the def2-TZVPD basis) of a cluster of 2 separate species, C4H12 in total.

Positions of all 16 atoms, in Å:
C1 -1.111 -2.063 1.983
C2 -0.070 -2.243 0.838
H1 -1.885 -2.825 1.887
H2 -1.484 -1.049 1.957
H3 -0.659 -2.323 2.931
H4 -0.099 -1.435 0.108
H5 -0.373 -3.075 0.199
H6 0.908 -2.303 1.303
C3 1.344 2.097 -1.314
C4 -0.142 2.234 -1.579
H7 1.389 1.629 -0.321
H8 1.863 3.053 -1.244
H9 1.957 1.498 -1.987
H10 -0.245 2.895 -2.436
H11 -0.756 1.334 -1.664
H12 -0.640 2.575 -0.661

## Properties
* Kohn-Sham gap: 12.568 eV
* SMILES string: CC.CC
* HOMO energy: -11.5 eV
* lowest unoccupied orbital energy: 1.02 eV

Entry ii
The following is a DFT calculation (the ωB97M-V functional and the def2-TZVPD basis) of a cluster of 2 separate species, C4H12 in total.

Positions of all 16 atoms, in Å:
C1 2.774 0.432 -0.567
C2 2.190 -0.928 -0.042
H1 2.060 1.225 -0.089
H2 3.860 0.645 -0.387
H3 2.603 0.679 -1.531
H4 2.806 -1.299 0.784
H5 2.066 -1.711 -0.893
H6 1.058 -0.801 0.199
C3 -2.537 -0.347 -0.169
C4 -2.370 0.792 0.887
H7 -3.467 -0.942 0.025
H8 -2.411 0.049 -1.299
H9 -1.797 -1.200 -0.135
H10 -2.996 1.651 0.536
H11 -1.435 1.369 0.779
H12 -2.405 0.388 1.902

## Properties
* Kohn-Sham gap: 12.141 eV
* SMILES string: CC.CC
* HOMO energy: -11.1 eV
* lowest unoccupied orbital energy: 1.03 eV

In kcal/mol, relative to the most stable structure: entry i 0.0; entry ii 18.8.

Entry i
The following is a DFT calculation (the ωB97M-V functional and the def2-TZVPD basis) of a cluster of 2 separate species, C4H12 in total.

Positions of all 16 atoms, in Å:
C1 1.116 1.986 -1.920
C2 1.571 1.399 -0.641
H1 1.922 2.445 -2.470
H2 0.572 1.246 -2.503
H3 0.317 2.696 -1.768
H4 2.554 0.872 -0.763
H5 0.782 0.698 -0.292
H6 1.979 2.071 0.264
C3 -1.243 -1.606 1.977
C4 -1.528 -1.774 0.495
H7 -1.105 -2.561 2.599
H8 -0.223 -1.245 2.136
H9 -1.953 -0.960 2.452
H10 -0.662 -1.405 -0.057
H11 -1.721 -2.763 0.129
H12 -2.378 -1.100 0.361

## Properties
* Kohn-Sham gap: 12.169 eV
* SMILES string: CC.CC
* HOMO energy: -11.1 eV
* lowest unoccupied orbital energy: 1.09 eV

Entry ii
The following is a DFT calculation (the ωB97M-V functional and the def2-TZVPD basis) of a cluster of 2 separate species, C4H12 in total.

Positions of all 16 atoms, in Å:
C1 -0.859 -1.398 2.126
C2 -0.993 0.095 1.849
H1 -0.865 -1.646 3.189
H2 -1.743 -1.938 1.763
H3 -0.003 -1.824 1.613
H4 -0.323 0.436 1.056
H5 -0.754 0.752 2.678
H6 -1.983 0.346 1.460
C3 1.115 1.375 -1.892
C4 0.710 -0.066 -2.053
H7 1.055 1.739 -0.877
H8 2.186 1.473 -2.097
H9 0.691 2.101 -2.591
H10 1.066 -0.558 -2.954
H11 -0.376 -0.233 -2.065
H12 1.075 -0.654 -1.205

## Properties
* Kohn-Sham gap: 12.753 eV
* SMILES string: CC.CC
* HOMO energy: -11.6 eV
* lowest unoccupied orbital energy: 1.14 eV

In kcal/mol, relative to the most stable structure: entry i 14.4; entry ii 0.0.

Entry i
The following is a DFT calculation (the ωB97M-V functional and the def2-TZVPD basis) of a cluster of 2 separate species, C4H12 in total.

Positions of all 16 atoms, in Å:
C1 1.226 1.306 -0.772
C2 1.730 1.607 0.631
H1 0.531 0.458 -0.749
H2 0.722 2.122 -1.278
H3 1.988 0.901 -1.441
H4 2.823 1.576 0.606
H5 1.403 0.975 1.444
H6 1.504 2.637 0.908
C3 -0.863 -1.930 -0.027
C4 -2.094 -1.020 0.215
H7 -0.652 -1.918 -1.097
H8 -0.019 -1.489 0.487
H9 -1.091 -2.951 0.259
H10 -3.019 -1.590 0.268
H11 -2.227 -0.265 -0.566
H12 -1.964 -0.421 1.114

## Properties
* Kohn-Sham gap: 12.763 eV
* SMILES string: CC.CC
* HOMO energy: -11.6 eV
* lowest unoccupied orbital energy: 1.15 eV

Entry ii
The following is a DFT calculation (the ωB97M-V functional and the def2-TZVPD basis) of a cluster of 2 separate species, C4H12 in total.

Positions of all 16 atoms, in Å:
C1 -1.977 -0.043 -1.092
C2 -1.105 -0.510 -2.177
H1 -2.985 -0.345 -1.275
H2 -1.746 -0.398 -0.102
H3 -1.933 1.026 -0.907
H4 -0.118 -0.268 -1.881
H5 -1.385 -1.676 -2.265
H6 -1.429 -0.100 -3.198
C3 1.985 0.834 1.910
C4 1.261 -0.288 1.238
H7 2.038 0.737 3.011
H8 2.936 1.116 1.329
H9 1.384 1.737 1.826
H10 0.473 -0.558 1.899
H11 1.772 -1.144 1.335
H12 0.829 -0.120 0.349

## Properties
* Kohn-Sham gap: 12.323 eV
* SMILES string: CC.CC
* HOMO energy: -11.2 eV
* lowest unoccupied orbital energy: 1.10 eV

In kcal/mol, relative to the most stable structure: entry i 0.0; entry ii 21.1.